{"formula": "C10H28Ag2NO13P2", "method": "the ωB97M-V functional and the def2-TZVPD basis", "e_homo_ha": [-0.23933, -0.33848], "orbital_gap_ev": [4.97, 7.45], "multiplicity": 2, "max_force_ev_per_a": 5.20, "total_energy_ha": -2407.17475, "symbols": ["C", "C", "C", "N", "H", "H", "H", "O", "H", "O", "H", "H", "C", "H", "H", "O", "H", "O", "O", "H", "H", "C", "H", "O", "H", "O", "P", "H", "O", "C", "H", "H", "H", "C", "H", "H", "H", "H", "Ag", "H", "H", "C", "O", "H", "Ag", "O", "C", "H", "H", "P", "H", "H", "C", "O", "O", "O"], "positions_angstrom": [[5.682135, -24.625763, -0.763276], [13.585838, -25.614196, 5.864362], [5.585045, -28.944340, 0.802455], [8.580653, -26.067265, 0.375257], [3.128081, -28.386585, -3.382043], [13.479763, -26.612182, 6.289659], [13.964603, -24.925158, 6.619257], [9.323028, -25.917340, -0.565737], [6.869555, -24.658240, -5.533477], [6.158760, -24.978372, -3.697119], [2.269183, -26.946439, -2.833923], [12.752574, -23.066465, 5.049562], [7.087256, -25.273451, -4.660430], [0.700231, -27.668919, -0.209619], [1.346125, -27.257286, 1.409002], [1.756795, -28.978100, 0.767408], [7.078860, -26.292703, -5.046642], [7.875837, -27.091494, 0.397766], [3.324012, -31.035861, 1.311920], [8.122985, -24.936991, -4.613970], [5.970165, -28.452586, 1.695737], [1.584882, -27.666046, 0.427158], [1.373569, -31.862421, 1.560111], [6.447188, -27.326940, -2.577044], [5.891009, -24.981442, 0.245668], [14.308362, -25.480279, 4.656669], [5.512193, -26.184092, -2.814896], [5.114452, -23.712771, -0.583598], [4.247842, -28.697614, 0.536746], [14.560226, -24.144434, 4.264024], [11.207349, -21.955224, 2.769056], [3.447640, -27.703146, -1.798580], [2.697826, -32.971033, 1.626974], [11.109549, -22.972900, 3.147027], [6.619646, -24.386005, -1.264967], [2.424732, -27.028499, 0.150966], [10.460111, -22.857839, 4.014840], [6.033885, -28.424521, -0.043971], [8.527452, -28.564375, -1.524842], [10.453281, -23.373416, 2.374376], [15.299883, -23.682269, 4.917782], [3.236533, -27.448756, -2.837235], [3.156038, -28.903602, 2.908460], [13.723479, -22.190915, 3.831503], [11.231447, -25.915386, -2.271668], [12.348882, -23.677194, 3.237376], [2.389889, -31.972847, 1.938262], [15.061429, -24.055765, 3.300158], [12.528078, -25.388592, 5.728955], [3.160662, -29.433987, 1.495504], [2.337888, -31.913264, 3.025382], [5.838035, -30.004532, 0.793040], [13.318718, -23.160132, 4.122835], [8.487326, -25.210814, 1.281534], [4.931823, -25.533549, -1.450448], [4.127565, -26.644191, -3.600107]], "forces_ev_per_a": [[1.43, 1.91, 2.13], [-0.93, 0.82, 0.12], [2.04, 0.61, -0.71], [-0.95, 1.47, 2.43], [-0.05, -0.04, 0.06], [1.13, -0.31, -0.51], [0.17, -0.05, 0.23], [1.97, 0.49, -2.33], [-0.84, -0.03, -0.25], [-1.81, -1.01, 2.74], [0.00, 0.04, -0.04], [0.56, 0.36, 0.63], [1.35, 0.11, -3.74], [0.34, 0.62, -0.25], [-0.71, 1.01, -0.14], [3.08, -4.19, -0.21], [-0.08, -0.15, 0.49], [-0.79, -1.61, 0.17], [-0.69, 1.25, 0.10], [0.19, -0.26, 1.79], [-0.32, -0.11, 0.16], [-1.45, 2.18, 1.72], [0.09, 0.45, -0.18], [-0.49, 0.89, -0.32], [0.28, -0.37, -0.10], [0.07, -0.29, -0.38], [-0.77, -0.85, 0.11], [-0.08, 0.14, -0.46], [-3.00, -1.67, 0.91], [-1.23, 1.22, -0.18], [0.73, 0.41, 0.14], [0.80, 0.39, -0.09], [0.32, 0.20, 0.13], [-0.13, 0.76, -0.90], [0.03, 0.09, 0.11], [0.27, -0.72, -0.86], [0.55, -0.55, 0.77], [0.67, -0.32, 0.13], [-0.39, 1.39, 0.36], [0.42, -0.91, 0.05], [-0.18, 0.22, 0.64], [-1.41, -0.85, -0.35], [0.39, -1.47, -2.29], [-0.05, 0.21, -0.20], [-0.21, -0.25, 0.07], [-0.56, -0.11, -0.79], [-0.17, -0.13, -0.36], [-0.16, -1.03, -0.26], [-0.19, 0.55, -0.31], [-1.38, 2.04, 1.88], [0.46, 0.32, -0.09], [-0.08, -0.07, 0.04], [-0.20, -1.35, 0.91], [-0.01, -0.92, -0.85], [-0.84, -1.94, -3.33], [2.82, 1.42, 1.47]], "mulliken_spin": [0.00, 0.00, 0.00, -0.03, 0.00, 0.00, 0.00, -0.13, 0.00, 0.00, 0.00, 0.00, 0.01, 0.00, 0.00, 0.00, -0.01, 0.02, 0.00, 0.01, 0.00, 0.00, 0.00, -0.03, 0.00, 0.00, -0.03, 0.00, 0.00, 0.00, 0.00, 0.00, 0.00, 0.00, 0.00, 0.00, 0.00, 0.00, 0.20, 0.00, 0.00, 0.00, 0.00, 0.00, 0.97, 0.00, 0.00, 0.00, 0.00, 0.00, 0.00, 0.00, 0.00, 0.00, 0.00, 0.00]}